Entry 1:
Density functional theory data (ωB97M-V/def2-TZVPD) for a molecular structure, C29H80AsF6O11.

Calculated values
Net charge ... -1
E_tot ... -4815.57449 Ha
Energy above the lowest of the compared OMol25 structures with the same formula, charge and spin ... 503.71 kJ/mol

Atoms and positions in Å:
As1 0.71 0.05 0.71
F1 2.48 -0.25 0.73
F2 0.89 1.73 -0.05
F3 -1.04 0.37 0.82
F4 0.41 -1.64 1.29
F5 0.85 0.72 2.35
F6 0.63 -0.60 -0.95
C1 1.63 11.24 -1.61
C2 1.45 10.74 -0.16
C3 2.32 9.58 0.25
O1 1.61 11.84 0.70
H1 1.46 10.45 -2.33
H2 2.66 11.59 -1.74
H3 0.93 12.04 -1.83
H4 0.42 10.48 0.09
H5 2.22 8.75 -0.45
H6 2.17 9.25 1.28
H7 3.35 9.93 0.18
H8 1.27 11.57 1.56
C4 3.31 -3.25 6.73
C5 4.21 -4.10 5.77
C6 5.29 -4.95 6.54
O2 3.31 -4.94 4.98
H9 2.73 -3.89 7.39
H10 2.62 -2.73 6.06
H11 3.91 -2.57 7.32
H12 4.67 -3.42 5.06
H13 4.87 -5.85 6.97
H14 5.66 -4.27 7.31
H15 6.11 -5.28 5.89
H16 2.69 -4.38 4.51
C7 -4.62 -4.74 -1.86
C8 -6.07 -5.21 -2.17
C9 -6.96 -4.14 -2.70
O3 -5.95 -6.16 -3.15
H17 -4.63 -3.94 -1.11
H18 -4.07 -4.39 -2.74
H19 -3.98 -5.53 -1.46
H20 -6.44 -5.62 -1.23
H21 -7.97 -4.44 -2.98
H22 -6.59 -3.64 -3.60
H23 -7.08 -3.44 -1.87
H24 -5.63 -5.66 -3.91
C10 2.88 -6.64 -2.62
C11 4.32 -6.34 -2.84
C12 4.92 -5.13 -2.10
O4 5.12 -7.46 -2.49
H25 2.25 -5.77 -2.84
H26 2.63 -6.98 -1.61
H27 2.46 -7.40 -3.27
H28 4.44 -6.20 -3.92
H29 6.01 -5.15 -2.18
H30 4.64 -5.16 -1.05
H31 4.59 -4.18 -2.52
H32 5.11 -7.60 -1.54
C13 -4.62 3.70 -4.01
C14 -4.19 2.65 -5.09
C15 -5.43 2.09 -5.84
O5 -3.40 3.32 -5.99
H33 -5.32 4.45 -4.38
H34 -3.73 4.17 -3.60
H35 -5.14 3.15 -3.22
H36 -3.64 1.81 -4.67
H37 -5.99 2.78 -6.46
H38 -6.15 1.64 -5.15
H39 -5.04 1.36 -6.55
H40 -2.65 3.66 -5.50
C16 -2.25 -7.77 6.95
C17 -1.66 -8.79 5.99
C18 -1.97 -8.48 4.51
O6 -0.25 -8.88 6.16
H41 -2.12 -6.74 6.64
H42 -1.79 -8.02 7.91
H43 -3.33 -7.88 7.07
H44 -2.07 -9.77 6.26
H45 -1.60 -7.54 4.10
H46 -3.05 -8.45 4.42
H47 -1.63 -9.29 3.88
H48 0.07 -7.98 6.08
C19 3.09 6.03 -6.70
C20 3.04 4.95 -5.57
C21 4.26 4.97 -4.69
O7 1.86 5.26 -4.81
H49 3.92 5.78 -7.36
H50 3.26 7.01 -6.26
H51 2.21 6.03 -7.33
H52 3.00 3.93 -5.96
H53 4.48 5.94 -4.24
H54 5.13 4.82 -5.33
H55 4.16 4.15 -3.98
H56 1.88 4.78 -3.98
C22 2.78 -0.24 -9.86
C23 2.35 -1.71 -9.54
C24 1.63 -1.91 -8.18
O8 1.35 -1.97 -10.48
H57 3.28 -0.12 -10.82
H58 3.50 0.14 -9.14
H59 1.97 0.48 -9.75
H60 3.20 -2.38 -9.66
H61 0.78 -1.23 -8.18
H62 2.32 -1.59 -7.39
H63 1.36 -2.95 -7.98
H64 0.75 -1.25 -10.28
C25 -2.64 2.24 7.36
C26 -2.00 1.87 8.76
C27 -1.87 3.16 9.60
O9 -2.92 1.09 9.44
H65 -2.63 1.38 6.69
H66 -2.05 2.97 6.81
H67 -3.62 2.63 7.63
H68 -1.05 1.33 8.72
H69 -1.10 3.77 9.12
H70 -1.51 2.98 10.61
H71 -2.81 3.71 9.65
H72 -2.43 0.53 10.05
C28 -7.19 3.10 3.28
O10 -8.27 2.75 4.12
H73 -6.47 3.82 3.68
H74 -6.64 2.21 2.97
H75 -7.58 3.58 2.38
H76 -7.94 2.06 4.70
C29 4.69 4.14 3.99
O11 4.19 3.45 5.14
H77 5.40 4.94 4.14
H78 5.27 3.42 3.40
H79 3.90 4.60 3.39
H80 3.51 2.88 4.77

***

Entry 2:
Density functional theory data (ωB97M-V/def2-TZVPD) for 11 unconnected molecules or ions with the total composition C29H83Cl6O36P9.

Calculated values
E_tot ... -9697.35742 Ha

Atoms and positions in Å:
C1 0.52 6.41 0.48
O1 1.58 7.11 -0.16
P1 2.93 7.63 0.58
O2 2.67 7.98 1.98
O3 4.08 6.50 0.28
C2 3.76 5.09 0.53
O4 3.42 8.89 -0.41
C3 4.72 9.43 -0.37
H1 0.84 6.20 1.50
H2 0.28 5.48 -0.05
H3 -0.46 6.90 0.52
H4 4.10 4.46 -0.29
H5 2.72 4.93 0.80
H6 4.33 4.73 1.39
H7 5.39 8.82 0.24
H8 4.63 10.46 -0.03
H9 5.24 9.41 -1.33
C4 6.33 3.74 -4.16
O5 6.38 2.62 -5.13
P2 5.05 2.05 -5.88
O6 4.25 3.08 -6.61
O7 4.27 1.43 -4.59
C5 4.80 0.37 -3.83
O8 5.57 0.76 -6.75
C6 6.78 0.76 -7.52
H10 5.30 4.04 -3.94
H11 6.85 4.67 -4.37
H12 6.74 3.35 -3.23
H13 4.07 -0.43 -3.73
H14 5.14 0.76 -2.87
H15 5.62 -0.11 -4.37
H16 7.17 -0.25 -7.47
H17 7.45 1.55 -7.20
H18 6.50 1.00 -8.55
C7 9.26 -1.27 3.45
O9 8.94 -0.37 2.40
P3 7.50 0.33 2.50
O10 7.08 1.16 1.33
O11 7.71 1.16 3.86
C8 8.69 2.17 4.02
O12 6.50 -0.88 2.90
C9 5.21 -0.49 3.35
H19 9.53 -2.30 3.23
H20 8.48 -1.30 4.21
H21 10.14 -0.90 3.97
H22 8.94 2.26 5.08
H23 8.21 3.10 3.71
H24 9.61 1.93 3.49
H25 4.57 -1.01 2.64
H26 4.91 0.56 3.31
H27 5.14 -0.84 4.37
C10 -3.72 -6.47 0.91
O13 -4.17 -7.29 -0.10
P4 -3.45 -7.51 -1.52
O14 -4.17 -8.40 -2.45
O15 -3.07 -5.98 -1.98
C11 -2.57 -5.73 -3.26
O16 -2.01 -8.20 -1.10
C12 -1.97 -9.62 -0.64
H28 -3.14 -5.68 0.44
H29 -3.05 -6.99 1.59
H30 -4.62 -6.11 1.41
H31 -3.13 -4.98 -3.82
H32 -2.61 -6.58 -3.95
H33 -1.52 -5.45 -3.16
H34 -1.46 -9.56 0.32
H35 -1.26 -10.16 -1.26
H36 -2.92 -10.13 -0.55
C13 -11.71 -3.82 0.73
O17 -10.30 -3.63 0.70
P5 -9.65 -2.43 1.58
O18 -10.35 -1.12 1.45
O19 -9.58 -3.07 3.07
C14 -10.71 -3.09 3.89
O20 -8.07 -2.49 1.19
C15 -7.57 -1.74 0.12
H37 -11.98 -4.75 1.22
H38 -12.06 -4.00 -0.29
H39 -12.21 -3.01 1.26
H40 -10.33 -2.66 4.82
H41 -11.01 -4.13 4.00
H42 -11.54 -2.50 3.49
H43 -7.00 -2.43 -0.51
H44 -6.93 -0.96 0.53
H45 -8.32 -1.26 -0.50
C16 -3.25 -3.59 -9.36
O21 -3.74 -3.08 -8.08
P6 -3.63 -1.54 -7.60
O22 -2.25 -1.00 -7.42
O23 -4.41 -0.76 -8.76
C17 -5.85 -0.76 -9.09
O24 -4.55 -1.61 -6.29
C18 -4.92 -0.40 -5.64
H46 -2.65 -4.46 -9.11
H47 -2.64 -2.80 -9.80
H48 -4.07 -3.79 -10.04
H49 -6.30 0.23 -9.11
H50 -6.51 -1.27 -8.39
H51 -6.05 -1.23 -10.05
H52 -6.01 -0.48 -5.64
H53 -4.65 0.49 -6.22
H54 -4.65 -0.34 -4.59
C19 -1.12 -0.43 4.26
O25 -1.39 -0.77 2.91
P7 -1.14 0.19 1.65
O26 0.04 1.04 1.80
O27 -1.13 -0.82 0.41
C20 -0.85 -0.27 -0.84
O28 -2.57 1.01 1.51
C21 -3.03 1.88 2.47
H55 -1.86 0.28 4.65
H56 -0.17 0.05 4.50
H57 -1.18 -1.40 4.74
H58 -0.98 0.80 -0.95
H59 -1.42 -0.80 -1.61
H60 0.19 -0.47 -1.12
H61 -3.16 2.86 2.00
H62 -2.34 2.07 3.29
H63 -4.01 1.54 2.80
C22 8.16 -3.22 10.96
O29 7.27 -2.69 10.01
P8 6.71 -1.19 10.03
O30 6.01 -0.85 11.31
O31 8.07 -0.32 9.75
C23 9.07 -0.66 8.77
O32 5.82 -1.02 8.68
C24 4.82 0.03 8.51
H64 8.35 -2.49 11.75
H65 9.14 -3.43 10.52
H66 7.79 -4.09 11.49
H67 8.96 -1.67 8.38
H68 10.01 -0.69 9.31
H69 9.08 0.10 7.99
H70 3.81 -0.28 8.26
H71 5.19 0.70 7.74
H72 4.83 0.65 9.41
C25 -0.95 3.87 -5.96
O33 -2.28 3.84 -6.40
P9 -2.87 4.78 -7.60
O34 -2.04 5.92 -8.04
O35 -3.11 3.79 -8.84
C26 -2.02 3.17 -9.44
O36 -4.39 5.11 -7.04
C27 -4.70 6.51 -6.73
H73 -0.76 4.68 -5.26
H74 -0.31 4.08 -6.82
H75 -0.74 2.93 -5.44
H76 -1.07 3.28 -8.91
H77 -1.93 3.40 -10.50
H78 -2.14 2.09 -9.35
H79 -5.45 6.91 -7.40
H80 -3.90 7.25 -6.83
H81 -4.97 6.60 -5.67
Cl1 -1.59 1.19 11.66
C28 -2.20 -0.10 10.63
Cl2 -0.97 -1.15 9.90
Cl3 -3.31 0.55 9.44
H82 -2.80 -0.74 11.28
Cl4 -6.90 -3.66 7.52
C29 -5.52 -3.78 6.39
Cl5 -4.08 -4.02 7.29
Cl6 -5.47 -2.32 5.37
H83 -5.66 -4.61 5.70

***

Number 1: gap between HOMO and LUMO 10.406 eV. Number 2: gap between HOMO and LUMO 10.251 eV.